Record 1
62
Properties=species:S:1:pos:R:3:forces:R:3 method="wB97M-V/def2-TZVPD" orbital_gap_ha=0.0879 homo_energy_ha=-0.476 charge=+2
H 0.8372 -6.3191 -1.7456 0.26 0.12 -0.01
O -1.0408 4.6464 -0.3502 -0.27 -0.76 -0.28
H -0.7571 -2.5302 -2.0554 -0.27 1.58 0.68
H 2.6762 5.7883 -1.9105 -0.15 -0.23 0.08
H 1.4016 5.4606 -0.7363 -0.12 -0.04 -0.21
O 0.3678 0.6511 1.5139 -0.42 -0.34 -0.47
C 1.6413 5.4409 -1.8022 0.39 -0.02 0.08
C -2.9739 4.9870 1.9502 0.11 -0.06 0.26
C 0.1098 0.0724 -1.4669 -0.51 0.09 1.82
H 0.0479 3.8933 -4.1008 -0.23 -0.13 0.22
Si 0.4885 -4.1239 -0.5781 1.08 -1.19 1.29
C -0.0175 3.9241 -3.0063 0.38 0.28 -0.59
C 0.2158 -1.2046 -0.6072 -1.29 0.24 -0.58
C 1.6652 -4.0527 0.8571 0.11 0.28 -0.17
H -4.0455 3.9218 0.4217 0.14 -0.42 -0.03
H -1.7788 0.1816 4.3157 -1.25 0.55 0.74
F 1.3070 0.2974 -2.0637 -0.30 -0.20 -0.75
C 0.2310 -2.4536 -1.4933 0.62 -0.67 -0.73
C 3.5174 -4.0876 2.9841 -0.06 -0.12 -0.21
H 2.3352 -5.3246 -1.8491 -0.16 0.17 -0.28
H -0.7177 -1.2350 -0.0299 0.42 -0.02 0.26
H -1.9136 4.9831 2.2287 -0.19 -0.03 -0.16
C 1.2425 -5.3097 -1.8861 -1.39 0.35 -0.38
H -3.5162 5.1416 2.8895 -0.11 -0.04 -0.31
H -3.4067 0.4827 2.3884 0.79 -0.83 -0.60
H 0.8072 -2.3836 1.8937 0.19 0.01 0.24
C 1.5988 -3.1309 1.9068 -1.03 0.26 -0.94
H -1.4924 2.0273 4.1347 1.14 -0.46 -0.58
H -0.8539 -5.9780 0.2628 0.09 0.21 -0.17
C 2.6791 -5.0016 0.9274 0.11 -0.59 -0.77
H 0.9732 -5.0243 -2.9522 0.31 -0.20 0.04
H 1.7533 3.2216 -1.8236 -0.24 0.15 0.05
H 2.8083 -5.7853 0.1834 -0.14 0.18 -0.02
H 4.2299 -4.1031 3.8013 -0.08 0.03 -0.11
H -0.3302 1.9334 -3.1485 -0.26 -0.16 0.10
C -2.1705 2.8867 0.8287 -0.52 -0.11 -0.53
C 1.4377 4.0556 -2.4606 -0.08 0.92 -0.48
H -1.5664 -4.4957 0.8744 -0.13 0.17 -0.39
C 2.4995 -3.1587 2.9336 0.08 0.81 1.20
H 1.0303 6.1945 -2.3132 0.03 -0.17 0.15
C -3.3989 3.6396 1.2591 0.60 1.36 0.60
C -1.3063 3.4704 -0.2829 -0.11 0.17 0.25
C -1.1110 -4.9452 -0.0138 -0.17 0.07 -0.82
C -0.7682 2.4117 -1.2672 -0.22 0.02 0.09
H 1.0783 -1.1287 0.0586 -0.10 -0.24 -0.15
H -0.5793 4.8336 -2.7860 -0.15 -0.41 0.28
C -0.5034 1.1394 0.8220 -0.30 0.38 0.28
F -0.8644 -0.2244 -2.4376 0.66 0.03 -0.56
N -0.7443 2.6846 -2.6112 0.83 0.54 0.51
C 3.5856 -5.0093 1.9565 0.92 -0.50 0.73
H 2.1095 4.0495 -3.3297 -0.13 -0.27 0.17
H 4.3742 -5.7570 1.9918 -0.18 0.04 -0.17
H 2.3979 -2.4248 3.7296 0.04 -0.10 -0.12
C -1.7829 1.7370 1.3947 -0.74 0.87 -0.39
C -1.8962 1.0976 3.7334 -0.13 -0.41 -0.14
H -1.8699 -5.0587 -0.8328 -0.13 0.06 0.44
C -2.4796 1.0462 2.5169 0.95 0.32 0.52
H -3.9688 3.0746 1.9992 0.10 -0.25 -0.35
C -0.3978 1.2504 -0.6798 0.17 -0.37 0.31
H -3.1405 5.8476 1.2991 0.05 -0.15 0.11
H 1.0104 -2.3198 -2.2737 -0.16 -0.20 0.07
Ti -1.0650 -3.9038 -3.1628 1.18 -0.59 0.90

Record 2
74
Properties=species:S:1:pos:R:3:forces:R:3 method="wB97M-V/def2-TZVPD" orbital_gap_ha="0.3069 / 0.1666" s_squared=8.765 multiplicity=6 homo_energy_ha="-0.414 / -0.414" charge=+1
C -3.5747 1.0868 3.7815 -0.06 0.07 0.04
N 0.2256 -2.5343 0.1802 -0.14 0.05 -0.10
O 1.0958 0.2983 -3.4756 0.00 -0.26 0.03
N 4.1894 2.4964 -0.6268 0.01 0.04 -0.08
H 0.4287 2.2584 -1.1498 -0.03 -0.05 0.02
F -4.9625 2.8919 4.4008 -0.05 0.06 -0.02
C 3.3498 1.5492 -1.0888 0.13 -0.18 0.12
C -2.0981 -0.6260 3.0593 -0.04 -0.12 -0.12
F 0.1664 -0.2357 1.6490 0.17 0.21 0.43
C 5.2852 3.0953 -1.3610 0.01 -0.12 0.07
C -2.7078 1.9847 -1.4259 0.16 0.00 0.01
O -1.5359 1.7915 -0.6168 -0.16 -0.03 -0.01
C -0.5733 2.3477 -1.5620 -0.16 0.13 -0.04
H -0.9738 -3.5120 1.6171 -0.02 0.03 -0.02
N -2.5589 -0.5554 1.8000 -0.22 0.47 0.07
N 3.5698 0.9058 -2.2396 0.11 0.17 0.05
H 6.1666 2.4510 -1.3848 -0.01 -0.01 0.01
C -3.5845 0.2780 1.5542 0.02 -0.30 0.07
C 0.5052 -5.3251 0.4459 0.03 0.08 0.00
Ir -0.9407 -0.5382 0.1261 0.90 -0.21 -0.62
H 2.9160 -4.9475 1.3816 0.02 -0.01 0.01
N 2.5039 -3.3835 0.0526 -0.10 -0.06 0.02
C 0.0768 -3.2396 1.4921 0.05 -0.09 -0.11
C -4.1137 1.1220 2.5087 -0.06 -0.01 0.00
C 2.3961 2.1185 0.7687 -0.13 0.07 0.15
H -0.5370 -5.6212 0.5751 -0.01 0.01 0.00
N 0.6694 -4.6824 -0.8625 0.05 -0.02 0.08
H -3.1302 4.0366 -0.9511 -0.02 0.02 -0.01
H -0.0333 -2.9887 -1.8650 0.03 0.05 -0.02
H 4.2866 1.2240 -2.8672 0.01 -0.02 0.00
H 4.9881 3.3281 -2.3853 -0.01 0.02 -0.01
H -0.7762 4.1687 -2.7360 -0.01 0.01 0.00
H 1.8032 -1.6908 -0.9550 -0.05 0.01 -0.03
C -0.1539 -3.4945 -0.9110 0.02 -0.10 0.12
H -3.1600 3.7263 -2.6876 0.01 0.01 0.00
C 1.6885 -2.1874 0.0048 0.01 -0.23 0.00
C 2.3029 -4.0481 1.3441 -0.08 0.03 -0.07
H 2.2168 -3.8097 -1.9806 -0.01 0.01 -0.01
H 0.3769 -2.5478 2.2775 0.04 0.02 0.01
H -0.5959 1.9865 -3.7526 -0.04 0.10 -0.02
H -1.3104 -1.3400 3.2459 0.06 0.08 -0.02
C -4.0577 2.0264 4.8656 -0.01 -0.14 -0.13
F -4.6167 1.3391 5.8658 -0.05 -0.05 0.11
C -2.6480 -0.4256 -2.4235 -0.03 -0.31 0.68
H 2.6929 -5.1946 -0.9795 0.02 -0.02 -0.01
N 2.3069 1.2602 -0.3098 -0.05 0.22 -0.06
H -2.9223 1.4612 -3.5742 0.01 0.00 -0.01
H 5.5613 4.0279 -0.8762 0.00 0.01 0.01
H 1.1295 -6.2168 0.4828 0.00 -0.02 0.00
H -4.9238 1.7933 2.2630 0.01 -0.02 -0.01
C -2.3348 1.2261 -2.6937 0.00 0.14 -0.28
C 0.1280 0.2792 -2.7463 -0.22 0.19 0.01
C 2.0780 -4.2965 -1.0147 -0.05 0.06 0.08
H 4.3585 2.6949 1.4797 0.03 0.03 0.00
O -0.1384 -0.6397 -1.8694 -0.06 0.18 0.11
O -2.7674 -0.7360 -1.2261 -0.31 -0.05 -0.43
C -0.8386 1.4816 -2.8227 0.18 -0.27 0.25
H 3.4744 4.0116 0.6759 -0.01 0.01 -0.01
N 0.8965 -4.4291 1.5422 0.05 -0.03 -0.07
H 2.6109 -3.3762 2.1457 -0.01 0.01 0.01
H -3.6049 1.6573 -0.9189 0.00 -0.02 0.05
C -2.5828 0.1698 4.0764 -0.02 -0.08 0.07
H -2.1803 0.0810 5.0763 0.03 0.01 -0.03
H -0.8152 4.4133 -0.9863 -0.01 0.00 0.01
O -2.7191 -0.9636 -3.4967 -0.03 0.18 -0.11
C 3.6875 2.9426 0.6551 -0.05 -0.12 -0.01
H 1.9730 -1.4982 0.7961 -0.04 0.02 0.05
H -4.0005 0.2240 0.5592 0.08 0.09 -0.04
O 1.5929 2.2450 1.6668 0.05 0.01 -0.16
H -1.2018 -3.7711 -0.7734 -0.01 0.04 0.02
F -3.0345 2.7215 5.3661 0.09 0.09 0.07
C -1.1214 3.7502 -1.7928 -0.09 -0.05 0.06
H 2.7785 0.4170 -2.6358 -0.03 -0.10 -0.16
C -2.6480 3.4866 -1.7568 0.06 0.04 -0.03

Record 3
59
Properties=species:S:1:pos:R:3:forces:R:3 method="wB97M-V/def2-TZVPD" orbital_gap_ha=0.3125 homo_energy_ha=-0.406 charge=+1
H -0.1124 -3.2294 -8.0961 -0.01 -0.09 -0.04
C 0.0433 -2.2291 -7.7212 -0.02 -0.09 -0.02
H 1.8006 1.1181 2.5426 0.05 -0.04 -0.12
C -0.1270 -1.9670 -6.3739 0.00 0.01 0.03
H 0.5445 -1.4188 -9.6377 0.01 -0.02 -0.10
C -0.1153 -0.3844 -4.4024 -0.06 -0.36 -0.14
C 0.8557 -1.1981 -3.5408 -0.04 0.35 0.10
H 0.0970 0.6789 -4.2449 0.00 0.00 0.00
H 0.0341 4.7490 7.1729 0.02 -0.05 0.01
C 0.1461 -0.6876 3.7580 -0.12 0.01 -0.15
H -1.5436 0.7257 -2.3183 -0.01 0.06 0.08
C 1.4054 1.4680 3.4851 -0.02 -0.07 0.02
C 0.6094 0.0651 -8.0966 0.02 0.02 -0.08
H -2.2392 -0.0401 -4.5473 -0.05 -0.06 -0.01
C 0.4386 0.3245 -6.7480 -0.01 -0.01 0.05
C 0.3408 3.8873 7.7734 0.07 0.27 0.13
C -1.7371 -0.3371 -2.4733 -0.04 -0.24 -0.04
H 0.8972 0.8633 -8.7636 0.03 0.07 -0.07
C -1.1028 0.3717 1.8414 0.09 0.15 -0.12
H -2.7690 -0.5471 -2.1795 -0.06 0.04 0.07
C -0.5914 0.2612 0.4005 -0.01 0.76 0.50
C -1.5572 -0.6545 -3.9596 0.12 0.30 0.13
C 0.5334 0.6709 4.2263 0.25 0.31 0.35
C 0.0688 -0.6865 -5.8713 0.03 0.19 0.06
H 0.6057 -2.0924 0.6213 -0.08 0.06 -0.10
H 1.8797 -0.9712 -3.8369 0.03 -0.07 0.01
H 2.4883 3.3061 3.4333 0.07 0.06 -0.03
H -0.4151 -2.7738 -5.7152 -0.04 -0.11 0.08
H 0.4985 0.2904 0.3953 -0.08 -0.07 -0.09
H -2.2028 0.3736 1.8438 0.03 0.05 -0.02
H 1.3804 -1.4598 -1.4702 0.06 0.05 0.09
H -0.7975 -3.1003 0.2038 -0.03 0.13 -0.13
H 0.6937 -2.2639 -3.7051 0.02 -0.09 -0.04
C 0.6732 -0.8711 -2.0560 -0.01 -0.30 0.01
H -2.0861 -2.1390 2.0947 0.02 -0.02 -0.01
C 1.3372 3.1377 5.2188 -0.11 0.09 0.32
N -0.6137 -0.7397 2.6070 -0.19 -0.11 -0.25
H 1.4204 3.9227 7.9438 -0.04 -0.01 -0.02
H -0.7583 1.3064 2.2856 -0.12 -0.07 -0.18
H -2.0506 -1.0661 -0.0762 0.16 -0.01 -0.06
H -0.5448 -2.7883 2.7054 -0.13 0.03 -0.20
C 0.4694 2.3439 5.9670 0.04 -0.08 -0.23
H 0.5950 1.3264 -6.3738 0.01 0.11 0.05
H -0.1758 3.9136 8.7307 0.06 0.04 -0.07
H -1.8113 -1.6988 -4.1447 -0.04 -0.07 -0.05
C 0.4120 -1.2135 -8.5868 0.02 0.02 -0.06
C -0.4834 -2.1489 0.6351 0.05 -0.56 0.62
C -0.7645 -1.1873 -1.6606 0.09 0.22 -0.57
C -0.9947 -2.0216 2.0681 0.30 -0.14 0.08
C 1.8024 2.6898 3.9945 -0.02 -0.11 -0.14
H -0.5740 0.4816 6.0528 -0.08 -0.10 0.11
H -0.9808 1.0817 -0.2019 0.01 -0.13 -0.07
O 0.4608 -1.7089 4.3195 0.13 -0.14 0.31
H 0.8871 0.1878 -1.9054 0.01 0.06 0.09
C 0.0801 1.1004 5.4601 -0.01 0.05 -0.02
H -0.9628 -2.2415 -1.8852 -0.02 0.05 0.18
N -1.0279 -1.0323 -0.1823 -0.28 -0.14 -0.18
O -0.0461 2.6722 7.1681 -0.08 -0.32 -0.16
H 1.6662 4.0960 5.5863 0.01 0.09 0.07

Relative energy (zero: lowest compared OMol25 entry of this formula, charge and spin) in kcal/mol, matching the order above: 17.0 26.2 0.5